C12H22N2O2SSiTa | the ωB97M-V functional and the def2-TZVPD basis

Element x y z (Å)
C: -5.299 1.013 -0.107
C: -5.208 0.847 1.536
N: -4.214 1.834 2.181
Ta: -2.267 1.246 1.348
N: -1.251 3.055 2.050
C: -2.145 3.803 2.822
S: -2.802 4.588 4.223
Si: -0.031 0.617 0.065
C: -0.600 -0.086 -1.671
C: 0.892 -0.673 1.156
C: 0.930 2.276 -0.186
H: -4.683 0.169 -0.648
H: -4.908 2.044 -0.506
H: -6.413 0.909 -0.509
H: -4.893 -0.278 1.761
H: -6.300 0.966 1.944
H: -4.528 2.774 1.797
H: -2.746 2.191 -0.209
H: -2.972 -0.355 0.663
H: -1.749 0.336 2.870
H: -1.635 -0.633 -1.447
H: 0.122 -0.906 -2.090
H: -0.778 0.759 -2.472
H: 1.732 -0.158 1.808
H: 1.428 -1.503 0.521
H: 0.119 -1.198 1.880
H: 1.748 2.176 -1.039
H: 1.385 2.700 0.820
H: 0.154 3.078 -0.562
C: 5.950 -2.002 -1.927
C: 4.792 -1.420 -2.252
C: 3.499 -2.008 -1.850
O: 2.438 -1.476 -2.149
C: 3.535 -3.263 -1.073
C: 4.693 -3.845 -0.748
C: 5.986 -3.257 -1.150
O: 7.047 -3.789 -0.851
H: 6.907 -1.584 -2.214
H: 4.748 -0.498 -2.821
H: 2.578 -3.681 -0.786
H: 4.736 -4.766 -0.179

Summary:
E_HOMO: -4.1 eV
calculated total energy: -1474.88112 a.u.
net charge: -1
frontier orbital gap: 0.1545 hartree

Atom charges from the Löwdin analysis, given in e for atoms 1 to 6: number 1, C, carries -0.232; number 2, C, carries -0.443; number 3, N, carries -0.310; number 4, Ta, carries 1.223; number 5, N, carries -0.217; number 6, C, carries -0.769

---

C12H22N2O6STi | the ωB97M-V functional and the def2-TZVPD basis

Element x y z (Å)
Ti: 0.532 -0.488 -0.587
O: -1.564 2.902 1.002
C: -0.980 1.728 0.827
O: -0.455 1.412 -0.220
C: -1.053 0.831 2.024
O: -0.211 -0.242 1.724
C: -0.414 -1.485 2.379
C: 0.171 -2.535 1.436
O: 0.711 -3.509 1.908
O: 0.021 -2.256 0.168
H: -1.486 3.419 0.184
H: -2.098 0.512 2.141
H: -0.759 1.383 2.921
H: -1.483 -1.676 2.518
H: 0.096 -1.526 3.339
S: 2.512 0.649 0.133
C: 2.746 -0.825 -0.746
N: 3.146 -1.984 -0.051
C: 2.981 -3.256 -0.757
C: 3.688 -3.149 -2.099
C: 3.144 -1.958 -2.869
N: 3.254 -0.751 -2.052
H: 2.821 -2.002 0.904
H: 1.920 -3.491 -0.899
H: 3.424 -4.041 -0.146
H: 3.521 -4.063 -2.673
H: 4.760 -3.030 -1.937
H: 2.098 -2.144 -3.142
H: 3.717 -1.798 -3.782
H: 2.916 0.076 -2.520
C: -0.841 -2.328 -3.628
C: -0.868 -0.842 -3.260
C: -0.719 0.005 -4.520
C: -2.181 -0.512 -2.540
O: 0.220 -0.564 -2.397
H: -1.692 -2.577 -4.264
H: -0.886 -2.927 -2.716
H: 0.080 -2.563 -4.161
H: -1.539 -0.196 -5.211
H: 0.228 -0.234 -5.007
H: -0.714 1.065 -4.259
H: -3.051 -0.700 -3.168
H: -2.168 0.542 -2.256
H: -2.244 -1.132 -1.641

Summary:
E_HOMO (alpha / beta): -6.3 / -6.3 eV
energy above the lowest of the compared OMol25 structures with the same formula, charge and spin: 28.9 kcal/mol
calculated total energy: -2279.18243 a.u.
frontier orbital gap (alpha / beta): 0.2288 / 0.2289 hartree

Atom charges from the Löwdin analysis, given in e for atoms 1 to 6: number 1, Ti, carries 0.852; number 2, O, carries 0.168; number 3, C, carries -0.454; number 4, O, carries 0.008; number 5, C, carries -0.080; number 6, O, carries -0.209

---

C12H22N4O2S | the ωB97M-V functional and the def2-TZVPD basis

Element x y z (Å)
C: -5.499 -0.383 2.229
H: -6.236 0.262 2.704
C: -5.229 0.088 0.804
H: -6.176 0.105 0.261
C: -4.241 -0.811 0.033
N: -2.840 -0.438 0.048
C: -2.207 -0.449 1.352
C: -0.692 -0.378 1.161
N: -0.375 0.827 0.436
S: 1.228 1.280 0.454
O: 1.328 2.506 -0.282
O: 1.663 1.252 1.819
C: 2.078 0.029 -0.460
C: 2.287 0.045 -1.824
N: 2.948 -1.084 -2.128
N: 3.176 -1.825 -1.044
C: 2.660 -1.177 -0.014
C: 2.727 -1.689 1.377
H: 3.680 -2.184 1.541
H: 2.608 -0.860 2.069
H: 1.934 -2.416 1.554
C: 3.408 -1.520 -3.415
H: 4.112 -0.800 -3.834
H: 2.570 -1.641 -4.103
H: 3.907 -2.477 -3.277
H: 2.023 0.784 -2.553
C: -1.017 0.873 -0.854
C: -2.529 0.792 -0.652
H: -3.030 0.783 -1.622
H: -2.850 1.688 -0.094
H: -0.730 1.812 -1.326
H: -0.692 0.028 -1.484
H: -0.175 -0.327 2.119
H: -0.357 -1.268 0.606
H: -2.467 -1.379 1.861
H: -2.516 0.406 1.973
H: -4.533 -0.842 -1.020
H: -4.305 -1.831 0.424
H: -4.849 1.111 0.822
H: -4.596 -0.367 2.832
H: -5.890 -1.399 2.223

Summary:
E_HOMO: -8.7 eV
energy above the lowest of the compared OMol25 structures with the same formula, charge and spin: 4.0 kcal/mol
calculated total energy: -1238.11555 a.u.
SMILES: CCCN1CCN(S(=O)(=O)c2cn(C)nc2C)CC1
frontier orbital gap: 0.3445 hartree

Atom charges from the Löwdin analysis, given in e for atoms 1 to 6: number 1, C, carries -0.114; number 2, H, carries 0.069; number 3, C, carries -0.234; number 4, H, carries 0.102; number 5, C, carries -0.203; number 6, N, carries -0.179

---

C12H22N4OP | the ωB97M-V functional and the def2-TZVPD basis

Element x y z (Å)
C: -2.627 -1.634 2.688
C: -1.023 -1.965 2.594
O: -0.597 -2.605 1.340
C: -0.669 -1.698 0.188
N: 0.198 -0.462 0.278
C: 1.643 -0.712 0.647
C: 2.700 -0.716 -0.602
P: 4.466 -0.600 0.216
N: 5.637 -0.262 -0.872
N: 2.619 0.496 -1.517
C: 1.377 1.317 -1.182
C: 0.142 0.221 -1.065
C: -1.260 1.094 -1.321
C: -2.355 1.459 -0.173
C: -3.732 2.358 -0.380
C: -3.881 2.869 -1.968
C: -2.700 2.360 -2.969
N: -1.479 1.547 -2.727
H: -2.747 -0.473 2.581
H: -3.226 -2.251 1.894
H: -3.035 -1.934 3.748
H: -0.350 -1.011 2.843
H: -0.770 -2.741 3.462
H: -0.286 -2.324 -0.753
H: -1.808 -1.448 -0.004
H: -0.184 0.188 1.031
H: 1.839 -1.681 1.273
H: 1.966 0.197 1.351
H: 2.627 -1.707 -1.233
H: 4.764 -1.831 0.956
H: 4.465 0.493 1.195
H: 6.371 -1.008 -0.866
H: 3.421 1.142 -1.309
H: 1.501 1.973 -0.212
H: 1.133 1.962 -2.153
H: 0.163 -0.564 -1.964
H: -2.174 1.062 0.932
H: -4.489 2.631 0.469
H: -4.787 3.551 -2.312
H: -2.851 2.707 -4.104

Summary:
E_HOMO: -11.4 eV
energy above the lowest of the compared OMol25 structures with the same formula, charge and spin: 271.7 kcal/mol
calculated total energy: -1105.38832 a.u.
SMILES: CCOC[N@H+]1C[C@H]([PH2]=N)NC[C@@H]1c1ccccn1
net charge: +1
frontier orbital gap: 0.2911 hartree

Atom charges from the Löwdin analysis, given in e for atoms 1 to 6: number 1, C, carries -0.084; number 2, C, carries -0.231; number 3, O, carries -0.170; number 4, C, carries -0.133; number 5, N, carries -0.096; number 6, C, carries -0.141

---

C12H22O | the ωB97M-V functional and the def2-TZVPD basis

Element x y z (Å)
O: 0.562 -2.761 3.268
C: 0.136 -0.862 1.699
C: 0.031 -0.983 0.343
C: -0.436 -1.877 2.766
C: 0.161 4.007 -1.217
C: 2.329 2.972 -0.420
C: -0.175 -3.314 -0.649
C: 0.634 0.161 -0.487
C: -0.028 1.533 -0.387
C: -2.349 -2.059 0.081
C: -1.857 -1.552 -1.256
C: 0.873 2.689 -1.124
C: -0.814 -1.968 -0.257
H: 1.428 -2.398 3.039
H: 0.702 -0.074 2.183
H: -0.715 -1.333 3.672
H: -1.303 -2.409 2.446
H: -0.796 3.921 -1.664
H: 0.742 4.638 -1.849
H: 0.044 4.478 -0.253
H: 2.879 3.854 -0.855
H: 2.227 3.353 0.624
H: 2.969 2.152 -0.444
H: 0.609 -3.653 0.082
H: -0.832 -4.115 -0.815
H: 0.324 -3.057 -1.597
H: 0.594 -0.188 -1.592
H: 1.706 0.226 -0.181
H: -0.123 1.871 0.653
H: -1.032 1.508 -0.848
H: -2.881 -3.028 0.151
H: -2.635 -1.291 0.675
H: -1.792 -2.195 -2.116
H: -2.211 -0.555 -1.479
H: 1.033 2.311 -2.191

Summary:
E_HOMO: -9.0 eV
energy above the lowest of the compared OMol25 structures with the same formula, charge and spin: 56.1 kcal/mol
calculated total energy: -545.56483 a.u.
SMILES: CC(C)CC/C(=C/CO)C1(C)CC1
frontier orbital gap: 0.3635 hartree

Atom charges from the Löwdin analysis, given in e for atoms 1 to 6: number 1, O, carries -0.083; number 2, C, carries 0.010; number 3, C, carries -0.214; number 4, C, carries -0.225; number 5, C, carries -0.122; number 6, C, carries -0.063